Entry 1:
Entry from OMol25: C5H8N2O in the gas phase (wB97M-V/def2-TZVPD).

- gap between HOMO and LUMO (eV) = 9.16
- SMILES = C1=N\N=C/COCC/1
- DFT total energy (Ha) = -379.7946
- HOMO level (eV) = -9.2
- ΔE to the lowest compared entry with this formula, charge and spin (eV) = 7.9899

The geometry in XYZ format:
```
16
Properties=species:S:1:pos:R:3:lowdin_charge:R:1
C -1.047 -1.159 -1.130 -0.207
N 0.182 -1.519 -1.005 -0.008
N 1.466 -1.012 -0.440 0.020
C 1.609 0.135 0.349 -0.116
C 0.922 1.229 1.302 -0.114
O -0.517 1.548 1.061 -0.081
C -0.667 0.463 0.199 -0.377
C -1.800 0.018 -0.677 -0.119
H -1.634 -1.926 -1.555 0.096
H 2.677 0.184 0.402 0.084
H 1.677 2.008 1.330 0.111
H 0.849 0.573 2.296 0.172
H 0.109 0.520 -0.574 0.093
H -0.391 -0.515 0.844 0.164
H -2.232 0.811 -1.381 0.152
H -2.555 -0.441 0.013 0.131
```


Entry 2:
Entry from OMol25: 5 unconnected molecules or ions with the total composition C6H23N5O5 (wB97M-V/def2-TZVPD).

- gap between HOMO and LUMO (eV) = 8.61
- SMILES = COC[C@H](C)N.NC(N)=O.NC(N)=O.O.O
- DFT total energy (Ha) = -892.3757
- HOMO level (eV) = -8.6
- ΔE to the lowest compared entry with this formula, charge and spin (eV) = 0.0000

The geometry in XYZ format:
```
39
Properties=species:S:1:pos:R:3:lowdin_charge:R:1
C 22.639 13.680 -1.931 -0.124
O 23.128 12.405 -1.920 -0.210
C 22.562 11.388 -1.181 -0.222
C 23.564 10.272 -1.186 -0.419
C 23.853 9.657 -2.559 -0.056
N 23.198 9.273 -0.145 0.060
H 23.425 14.313 -2.342 0.097
H 22.302 14.103 -0.984 0.096
H 21.737 13.679 -2.542 0.091
H 22.436 11.700 -0.144 0.122
H 21.597 11.055 -1.563 0.135
H 24.549 10.675 -0.951 0.123
H 24.853 9.321 -2.834 0.072
H 23.830 10.397 -3.359 0.071
H 23.191 8.833 -2.823 0.071
H 23.361 9.592 0.799 0.015
H 22.200 9.380 -0.250 0.051
N 28.888 10.433 2.723 0.169
C 27.619 10.670 2.801 -0.744
N 27.386 11.150 4.001 0.167
O 26.812 10.110 2.099 0.050
H 29.415 11.030 3.343 0.111
H 29.326 9.911 1.977 0.134
H 26.458 11.078 4.392 0.126
H 28.172 11.264 4.625 0.110
N 25.454 13.437 -0.607 0.195
C 26.284 14.464 -0.485 -0.718
N 26.994 14.592 0.596 0.150
O 26.321 15.461 -1.262 -0.051
H 24.793 13.398 -1.369 0.069
H 25.339 12.818 0.183 0.043
H 26.839 13.945 1.356 0.096
H 27.332 15.531 0.752 0.117
O 23.024 10.230 2.701 -0.036
H 22.857 9.473 3.263 0.073
H 22.158 10.492 2.387 0.065
O 24.914 11.758 1.507 -0.073
H 25.702 11.215 1.501 -0.015
H 24.282 11.259 2.024 -0.011
```


Entry 3:
Entry from OMol25: a molecular structure, C15H31BBaF4P2 (wB97M-V/def2-TZVPD).

- gap between HOMO and LUMO (eV) = 3.29
- DFT total energy (Ha) = -1722.6728
- HOMO level (eV) = -3.5
- ΔE to the lowest compared entry with this formula, charge and spin (eV) = 0.0000

The geometry in XYZ format:
```
54
Properties=species:S:1:pos:R:3:lowdin_charge:R:1
P 0.532 1.447 -2.498 0.862
P -3.165 0.645 0.058 0.895
C -1.030 0.620 -2.003 -0.333
C -1.998 1.465 -1.164 -0.415
H -0.708 -0.252 -1.406 0.054
H -1.474 0.285 -2.956 0.060
H -1.449 2.182 -0.506 0.057
H -2.638 2.074 -1.837 0.064
C -3.072 -1.173 -0.081 -0.306
H -2.247 -1.691 0.420 0.024
H -3.098 -1.440 -1.146 -0.027
H -3.999 -1.543 0.353 0.051
C -4.772 0.858 -0.891 -0.291
H -5.120 -0.060 -1.384 0.031
H -4.741 1.677 -1.613 0.026
H -5.500 1.120 -0.122 0.018
C 1.321 0.318 -3.676 -0.169
H 2.397 0.495 -3.600 0.065
H 1.004 0.550 -4.701 0.060
H 1.128 -0.747 -3.448 0.070
C 0.200 2.970 -3.337 -0.160
H -0.809 3.327 -3.081 0.068
H 0.301 2.802 -4.420 0.071
H 0.958 3.689 -2.997 0.068
Ba -1.587 -2.987 -3.006 1.781
C -3.858 -2.039 -3.900 -0.418
C -3.881 -3.396 -4.023 -0.444
C -3.301 -4.200 -5.160 -0.282
C -2.336 -3.487 -6.191 -0.216
C -1.311 -2.565 -5.571 -0.423
C -1.500 -1.295 -5.138 -0.364
C -2.741 -0.469 -5.467 -0.234
C -4.075 -1.125 -5.054 -0.222
C 1.564 1.514 -1.055 -0.163
H -3.860 -1.498 -2.925 0.045
H -4.277 -4.017 -3.163 0.091
H -4.128 -4.645 -5.731 0.096
H -2.767 -5.086 -4.757 0.077
H -1.745 -4.290 -6.678 0.102
H -2.921 -3.070 -7.038 0.108
H -0.272 -2.948 -5.586 0.076
H -0.605 -0.709 -4.831 0.043
H -2.829 -0.276 -6.549 0.092
H -2.668 0.512 -4.967 0.084
H -4.807 -0.358 -4.738 0.099
H -4.560 -1.647 -5.901 0.112
H 1.038 2.030 -0.242 0.074
H 2.462 2.066 -1.346 0.064
H 1.800 0.483 -0.737 0.080
F -0.486 -3.142 0.943 0.112
B 0.346 -2.263 0.226 -1.181
F -0.031 -2.392 -1.230 -0.266
F 0.054 -0.912 0.545 0.082
F 1.685 -2.552 0.298 0.156
```